Molecular formula: C18H52BF4N10O10
Method: DFT, ωB97M-V/def2-TZVPD

Each line ends with the Mulliken charge.
Positions of all 95 atoms, in Å:
B: 2.500 -0.009 -0.177  1.0066
F: 2.548 1.102 -0.915  -0.6879
F: 2.346 0.159 1.155  -0.2238
F: 1.385 -0.677 -0.487  0.0565
F: 3.644 -0.778 -0.369  -0.4623
C: 1.428 -0.915 -3.844  0.6881
O: 0.907 -1.062 -4.913  -0.7482
N: 1.952 -1.837 -3.106  -0.2740
N: 1.567 0.311 -3.377  -0.1633
H: 1.999 -1.465 -2.168  -0.2092
H: 1.836 -2.791 -3.417  0.2639
H: 1.262 1.047 -3.998  0.1674
H: 2.003 0.380 -2.469  -0.1118
C: 2.016 3.971 1.363  0.5678
O: 2.046 4.642 2.383  -0.7121
N: 3.168 3.640 0.835  -0.2862
N: 0.938 3.639 0.642  -0.2156
H: 3.363 2.825 0.270  0.1489
H: 4.033 4.110 1.062  0.1938
H: 1.080 2.944 -0.077  0.0972
H: 0.100 4.190 0.764  0.2219
C: -2.711 -2.217 -2.040  0.6512
O: -3.176 -1.155 -1.832  -0.5891
N: -3.441 -3.350 -2.075  -0.4814
N: -1.503 -2.439 -2.089  -0.0194
H: -2.953 -4.234 -2.076  0.1259
H: -4.442 -3.259 -1.974  0.2387
H: -0.686 -1.870 -1.919  -0.1211
H: -1.373 -3.390 -2.405  0.1435
C: 1.014 -3.783 1.073  0.5435
O: 1.019 -4.950 1.368  -0.7867
N: 0.768 -3.453 -0.096  -0.1825
N: 1.419 -2.827 1.807  -0.0648
H: 0.923 -2.501 -0.396  0.2684
H: 0.125 -4.075 -0.564  0.1515
H: 1.727 -1.990 1.332  0.0372
H: 1.612 -2.948 2.791  -0.0108
C: -1.384 0.747 -0.240  -0.6255
O: -2.637 1.098 -0.684  -0.1886
C: -2.654 2.344 -1.370  -0.2077
C: -4.198 2.599 -1.525  -1.0241
N: -4.902 1.342 -1.956  -0.1386
C: -4.824 1.229 -3.370  -0.9410
C: -5.688 0.160 -4.142  -0.4091
O: -5.900 0.438 -5.511  -0.4031
C: -4.992 -0.378 -6.245  -0.6481
H: -0.493 1.026 -0.803  0.2483
H: -1.335 -0.341 -0.203  0.1433
H: -1.047 1.132 0.723  0.0795
H: -2.013 2.320 -2.251  0.2999
H: -2.266 3.083 -0.669  0.2563
H: -4.340 3.537 -2.062  0.4753
H: -4.545 2.852 -0.523  0.4064
H: -5.897 1.462 -2.076  0.3751
H: -3.839 0.860 -3.654  0.2059
H: -5.046 2.173 -3.867  0.4736
H: -6.649 0.136 -3.627  0.3800
H: -5.337 -0.859 -3.980  0.1669
H: -5.092 -1.418 -5.934  0.2976
H: -3.964 -0.083 -6.030  0.2984
H: -5.210 -0.314 -7.311  0.2711
C: 2.118 -3.865 5.735  -0.9363
O: 1.663 -2.686 5.274  -0.2110
C: 0.741 -1.894 6.102  -0.8865
C: -0.199 -1.071 5.267  -0.4544
N: 0.362 -0.076 4.275  -0.0331
C: -0.325 1.264 4.291  -0.6495
C: -1.820 1.272 3.916  -0.2650
O: -2.431 2.591 3.871  -0.4705
C: -2.120 3.301 2.773  -0.0438
H: 2.640 -4.411 4.949  0.2312
H: 1.319 -4.583 5.923  0.3745
H: 2.760 -3.495 6.534  0.3718
H: 1.367 -1.144 6.585  0.2759
H: 0.244 -2.452 6.896  0.4425
H: -0.930 -0.600 5.925  0.4106
H: -0.835 -1.662 4.608  0.3823
H: 0.496 -0.260 3.291  0.0690
H: 0.299 1.931 3.697  0.1370
H: -0.183 1.690 5.285  0.3721
H: -2.215 0.707 4.761  0.3151
H: -1.999 0.644 3.043  0.2610
H: -2.380 4.357 2.832  0.3499
H: -2.751 2.867 1.998  0.1810
H: -1.107 3.155 2.396  -0.2110
C: 6.861 0.322 -0.544  -0.1763
C: 6.419 0.418 -2.041  -0.1614
O: 7.016 1.515 -2.724  -0.5196
O: 8.219 -0.039 -0.358  -0.5444
H: 6.082 -0.337 -0.159  0.2247
H: 6.684 1.315 -0.132  0.2326
H: 5.338 0.524 -1.957  -0.0702
H: 6.466 -0.610 -2.403  0.3489
H: 7.737 1.192 -3.270  0.3163
H: 8.275 -0.010 0.600  0.3229

Computed properties:
* charge: -1
* E_LUMO: 2.4 eV
* HOMO energy: -6.39 eV
* DFT total energy: -66435.51911 eV